Record 1
Molecular formula: C10H15BClF2N4O7P
Method: DFT, the ωB97M-V functional and the def2-TZVPD basis

Last column: Löwdin charge in e.
Positions of all 41 atoms, in Å:
1 C 3.36006 1.35275 2.06092  -0.046
2 C 3.84268 1.53233 0.62272  -0.183
3 O 3.30233 0.52818 -0.25742  -0.016
4 C 3.87624 -0.67381 -0.20577  -0.546
5 O 4.87065 -0.92777 0.40021  0.144
6 C 3.09161 -1.69271 -0.97958  -0.079
7 C 2.64444 -2.90032 -0.12874  -0.128
8 C 2.48292 -2.65321 1.37058  -0.092
9 N 1.22789 -1.98122 1.70588  -0.044
10 C 0.39769 -2.15321 2.72631  -0.065
11 N -0.64474 -1.34429 2.67771  0.182
12 C -0.46669 -0.62018 1.56655  -0.411
13 N -1.28319 0.32983 1.10129  -0.090
14 P -0.87649 1.16043 -0.36101  0.516
15 O -2.38509 1.48157 -0.73380  -0.279
16 Cl -0.17534 2.92225 0.42185  0.253
17 N 0.67359 -0.98943 0.95316  0.177
18 H 2.56323 2.06577 2.27449  0.065
19 H 4.15698 1.55785 2.77126  0.085
20 H 2.94438 0.36119 2.22820  0.057
21 H 4.92568 1.57610 0.54985  0.123
22 H 3.46399 2.47350 0.23130  0.121
23 H 2.23483 -1.21732 -1.45808  0.115
24 H 3.71085 -2.05187 -1.80124  0.139
25 H 3.29278 -3.76275 -0.25130  0.125
26 H 1.67044 -3.21166 -0.51304  0.125
27 H 2.43068 -3.62395 1.86222  0.138
28 H 3.31671 -2.11509 1.81608  0.123
29 H 0.60776 -2.90004 3.47538  0.154
30 H -2.12868 0.51124 1.62960  0.142
31 H -2.42900 1.57738 -1.70466  0.072
32 H 1.11413 -0.63580 0.11484  0.110
33 B -7.20087 1.11800 -2.45500  -1.039
34 O -6.75002 2.38597 -1.77666  0.210
35 C -5.63287 2.80077 -2.32048  -0.438
36 O -4.99985 3.77492 -2.00375  0.108
37 C -5.23021 1.81405 -3.42552  -0.437
38 O -4.22336 1.89343 -4.09030  0.092
39 O -6.12774 0.86704 -3.48921  0.210
40 F -8.42385 1.29517 -3.06019  0.163
41 F -7.22452 0.07489 -1.54463  0.145

Force components x, y, z for each atom (eV/Å):
C -0.2 0.4 -0.1
C 0.0 0.6 0.2
O -0.4 0.2 0.1
C -0.3 -0.1 -0.5
O 0.8 -0.1 0.6
C -0.2 -0.3 -0.3
C -0.5 0.2 0.0
C 0.1 -0.5 0.0
N -0.1 0.0 0.1
C 0.1 0.0 -0.2
N -0.1 -0.1 0.2
C -0.1 0.1 0.1
N 0.4 -0.2 0.0
P 0.0 -0.1 0.2
O 0.2 0.1 -0.7
Cl 0.0 0.1 0.1
N 0.1 0.0 0.0
H -0.1 -0.1 0.0
H 0.1 -0.2 0.0
H 0.2 -0.1 0.1
H 0.0 -0.4 -0.1
H 0.0 -0.1 -0.2
H 0.0 0.1 0.0
H 0.1 0.0 0.0
H 0.3 0.1 0.0
H 0.0 -0.2 0.0
H -0.1 0.1 0.1
H 0.1 0.1 -0.1
H -0.1 0.0 0.1
H 0.0 0.0 0.0
H -0.7 0.3 0.1
H 0.0 0.1 0.0
B -0.2 -0.1 0.1
O 0.1 -0.1 -0.2
C -0.2 0.3 0.4
O 0.2 0.0 0.0
C 0.1 -0.4 -0.3
O 0.2 0.0 0.2
O 0.0 0.2 0.1
F 0.0 0.0 0.0
F 0.1 0.0 0.0

Values from the calculation:
LUMO energy (eV): -1.3
Calculated total energy (eV): -58835.064
F_max (eV/A): 0.99


Record 2
Molecular formula: C10H15BF6O10S
Method: DFT, the ωB97M-V functional and the def2-TZVPD basis

Last column: Löwdin charge in e.
Positions of all 43 atoms, in Å:
1 C -1.04069 -3.65182 -0.70333  0.040
2 C -1.88340 -2.41953 -0.82339  -0.167
3 O -1.38466 -1.18195 -1.49992  -0.366
4 S -2.60912 0.03999 -1.44145  1.115
5 O -2.77574 0.41306 0.05827  -0.420
6 O -4.08242 -0.59135 -2.07755  -0.342
7 O -5.07334 -0.23873 -1.26690  -0.037
8 B -5.73545 -1.55792 -0.98427  -0.440
9 O -6.03342 -2.52017 -2.09918  0.057
10 O -6.05886 -1.95479 0.40009  0.076
11 H -1.60835 -4.67771 -0.49553  0.085
12 H 0.12989 -3.65711 -0.73659  0.048
13 H -2.93845 -2.44866 -0.31506  0.106
14 H -5.19394 -3.10316 -2.10709  0.129
15 H -5.26403 -2.53061 0.68348  0.132
16 C 4.47941 0.86840 -2.59566  -0.062
17 C 4.51620 0.04474 -1.32254  -0.209
18 O 3.36782 -0.81213 -1.24366  0.011
19 C 3.44662 -1.99395 -1.93517  -0.319
20 O 4.42101 -2.33209 -2.60153  0.147
21 C 2.18395 -2.82707 -1.72307  -0.467
22 F 1.04067 -2.08806 -1.81669  0.114
23 F 2.15716 -3.41213 -0.49123  0.130
24 F 2.05313 -3.83888 -2.62733  0.147
25 H 3.53694 1.42137 -2.66873  0.084
26 H 5.30968 1.57994 -2.62094  0.084
27 H 4.54289 0.22924 -3.48146  0.078
28 H 4.47624 0.71040 -0.45390  0.123
29 H 5.44428 -0.53368 -1.24146  0.127
30 C -2.04992 2.96811 2.79975  -0.061
31 C -0.99017 3.13842 3.87143  -0.212
32 O 0.27382 2.63594 3.41422  0.011
33 C 1.01612 3.48584 2.63463  -0.323
34 O 0.65229 4.61472 2.31673  0.144
35 C 2.35286 2.84659 2.26330  -0.470
36 F 2.22699 1.54413 1.87633  0.137
37 F 3.22942 2.84837 3.30833  0.142
38 F 2.98368 3.48481 1.23700  0.136
39 H -2.10539 1.92321 2.47650  0.075
40 H -3.03110 3.27535 3.17278  0.085
41 H -1.81374 3.56354 1.91269  0.080
42 H -1.26446 2.55216 4.75477  0.126
43 H -0.90441 4.18318 4.19333  0.125

Force components x, y, z for each atom (eV/Å):
C -2.5 3.1 0.1
C 3.0 -4.2 0.3
O -3.6 -1.9 2.0
S 1.8 2.0 4.2
O 0.0 -1.9 -5.2
O 3.9 -0.9 -2.1
O -4.6 -2.0 3.1
B -0.7 -1.4 0.2
O 3.1 1.4 2.8
O 2.7 0.0 -2.6
H 1.3 2.7 0.0
H -3.2 -0.1 -0.3
H 2.0 0.5 -1.6
H -2.0 1.1 -0.3
H -2.0 1.3 -0.3
C -0.2 -0.1 -0.3
C 0.7 0.6 -0.1
O -0.5 -2.0 -0.6
C 3.0 1.6 -0.5
O -2.6 0.3 1.5
C -2.0 -1.2 -0.2
F 1.6 -0.1 -0.1
F 0.6 0.6 -0.7
F 0.6 1.2 0.8
H 0.2 0.0 0.1
H -0.1 -0.1 0.1
H 0.1 0.1 0.1
H -0.3 -0.3 -0.1
H -0.3 -0.1 -0.1
C 0.1 -0.1 -0.4
C -0.9 0.3 0.2
O 1.7 0.8 -1.0
C -2.8 1.7 0.7
O 1.4 -2.6 0.5
C 2.2 -1.1 -0.8
F -0.3 1.2 0.4
F -1.0 0.2 -0.6
F -1.0 -0.3 1.0
H -0.1 0.1 0.1
H 0.2 0.0 0.0
H -0.1 0.0 0.2
H 0.4 -0.1 -0.2
H 0.2 -0.2 -0.2

Values from the calculation:
LUMO energy (eV): -0.1
Calculated total energy (eV): -58899.796
F_max (eV/A): 5.88